Entry 1:
A single C6H13N molecule at a distorted geometry, computed with the ωB97M-V functional and the def2-TZVPD basis.

Summary:
Net charge   0
Spin multiplicity   1
Maximum force   4.98 eV Å⁻¹
Relative energy (zero: lowest compared OMol25 entry of this formula, charge and spin)   172.24 kcal per mole
Orbital gap   4.89 eV
LUMO level   -1.44 eV

Geometry as XYZ:
```
20
Properties=species:S:1:pos:R:3:forces:R:3:mulliken_charge:R:1
C -1.303550 -1.454484 1.268955 2.54 3.92 1.72 -0.50
C 0.006156 -0.881613 1.061779 -1.99 0.22 2.10 -0.56
C 0.092170 -0.171279 -0.466035 -0.07 -2.26 -2.50 -0.78
C 1.904783 0.010298 -1.967860 0.91 0.90 -3.03 -1.24
C 1.185965 0.652859 -0.834248 -4.48 0.23 -0.28 0.75
C 0.647696 2.108714 -0.708342 0.64 3.24 -0.42 -1.16
N -2.293246 -0.398457 1.715259 0.93 -1.23 -1.32 -0.62
H -1.472242 -2.256367 1.897298 0.24 -2.72 0.12 0.37
H 1.123332 -0.341161 -2.851160 1.85 1.10 2.01 0.26
H 0.876551 -1.454192 1.028276 1.03 -1.51 0.38 0.39
H 0.217366 0.050252 1.619514 -0.61 -0.39 -0.10 0.31
H 0.150981 -1.195009 -1.014523 -0.35 1.91 0.64 0.33
H -0.942300 0.190205 -0.442611 0.68 0.58 -0.26 0.39
H 2.623055 0.779986 -2.412631 -0.83 -1.16 0.24 0.33
H 2.508528 -0.913390 -1.805080 -0.52 0.69 0.51 0.33
H 0.195131 2.375745 0.320750 1.18 -0.86 -1.13 0.30
H 1.444786 2.978183 -0.954000 -1.64 -2.05 0.64 0.29
H -0.326272 2.463331 -1.339569 2.22 -1.51 0.70 0.26
H -2.533321 -0.662226 2.670145 -0.11 0.21 -0.03 0.26
H -3.012190 -0.813141 1.151281 -1.63 0.68 0.03 0.27
```
Positions in Å, forces in eV/Å.

Entry 2:
2 unconnected molecules or ions with the total composition C5H16N2O at a distorted geometry, computed with the ωB97M-V functional and the def2-TZVPD basis.

Summary:
Net charge   +1
Spin multiplicity   2
Maximum force   7.13 eV Å⁻¹
Relative energy (zero: lowest compared OMol25 entry of this formula, charge and spin)   56.13 kcal per mole
Orbital gap (spin up / spin down)   9.91 / 4.72 eV
LUMO level (spin up / spin down)   -3.05 / -8.19 eV

Geometry as XYZ:
```
24
Properties=species:S:1:pos:R:3:forces:R:3:mulliken_charge:R:1
C -0.497492 0.685711 0.242573 0.43 -1.38 -0.97 -0.55
N -1.282798 1.284440 -0.940306 1.84 3.43 5.35 0.04
C -1.861590 2.669646 -0.564456 -1.93 -2.81 -1.20 -0.76
C -0.877925 -0.816361 0.482476 3.08 0.30 -2.14 -0.74
C -0.362338 -1.534995 -0.785373 -0.61 -0.39 -2.24 -0.56
C 1.177699 -1.249596 -1.265804 -1.79 -1.63 0.29 -0.48
N 2.152388 -1.237748 -0.161133 -0.79 1.76 -1.97 -0.48
H -0.623040 1.188845 1.157942 -1.01 1.29 0.71 0.53
H 0.616626 0.807539 0.053464 -1.26 -0.22 -0.57 0.37
H -0.825713 1.296219 -1.813389 0.32 -0.65 -1.68 0.35
H -1.419715 3.535779 -0.992512 0.57 0.22 -1.47 0.36
H -1.860045 2.898898 0.465770 0.17 -0.74 1.36 0.35
H -2.926835 2.500983 -0.864536 0.58 0.83 -0.01 0.33
H -1.913893 -0.868745 0.425427 -1.92 -0.28 0.66 0.40
H -0.425097 -1.264439 1.384738 -0.41 0.72 -0.22 0.27
H -1.006345 -1.115953 -1.705881 1.10 -1.08 1.80 0.26
H -0.616342 -2.643270 -0.721386 0.59 1.35 -0.11 0.40
H 1.399668 -2.116805 -1.947497 0.01 1.09 0.54 0.35
H 1.092681 -0.331909 -1.915396 0.85 -0.64 0.88 0.23
H 1.743258 -0.855136 0.651164 -0.44 0.39 0.95 0.04
H 2.521427 -2.109996 0.075773 0.53 -1.62 0.04 0.27
H 2.312163 -0.007532 2.294930 0.18 0.38 0.25 0.32
H 1.777482 -0.751452 3.398835 0.43 -6.32 3.27 0.29
O 1.705778 0.035880 3.044577 -0.51 5.99 -3.54 -0.60
```
Positions in Å, forces in eV/Å.

Entry 3:
A single C5H8N2 molecule, computed with the ωB97M-V functional and the def2-TZVPD basis.

Summary:
Net charge   0
Spin multiplicity   1
Maximum force   0.53 eV Å⁻¹
Relative energy (zero: lowest compared OMol25 entry of this formula, charge and spin)   82.43 kcal per mole
Orbital gap   7.41 eV
SMILES   C[C@]1(N)C=C=CN1
LUMO level   0.11 eV

Geometry as XYZ:
```
15
Properties=species:S:1:pos:R:3:forces:R:3:mulliken_charge:R:1
C -0.704801 0.400218 -1.216171 -0.12 -0.24 -0.23 -1.54
C -0.277274 -0.224231 0.155070 0.01 0.32 -0.35 1.23
N -1.220657 -1.255571 0.542288 -0.03 0.23 0.20 -0.73
C 0.041110 1.083113 0.848014 0.03 0.27 0.34 -0.51
C 1.365110 1.438342 0.805123 -0.23 -0.37 0.30 -0.94
C 1.928873 0.184630 0.375262 0.08 -0.28 -0.03 -0.07
N 1.061249 -0.767622 0.041567 0.12 0.29 -0.15 -0.17
H -1.187196 -0.381049 -1.798900 0.00 -0.05 -0.23 0.42
H -1.395565 1.247221 -1.109620 0.09 -0.39 0.12 0.35
H 0.182276 0.789415 -1.724942 -0.20 -0.17 0.07 0.39
H -1.062219 -1.605032 1.483631 0.10 0.23 -0.07 0.24
H -2.161551 -0.875564 0.520159 0.07 -0.11 -0.06 0.26
H -0.816905 1.728824 1.046062 0.26 0.05 0.09 0.43
H 2.991609 -0.043602 0.273859 -0.19 -0.02 0.11 0.41
H 1.255942 -1.719093 -0.241401 0.00 0.23 -0.09 0.23
```
Positions in Å, forces in eV/Å.

Entry 4:
A gas-phase ion, C3H7N2O (charge +1) at a distorted geometry, computed with the ωB97M-V functional and the def2-TZVPD basis.

Summary:
Net charge   +1
Spin multiplicity   1
Maximum force   3.77 eV Å⁻¹
Relative energy (zero: lowest compared OMol25 entry of this formula, charge and spin)   145.73 kcal per mole
Orbital gap (spin up / spin down)   8.83 / 8.85 eV
LUMO level (spin up / spin down)   -4.62 / -4.61 eV

Geometry as XYZ:
```
13
Properties=species:S:1:pos:R:3:forces:R:3:mulliken_charge:R:1
C 0.557355 0.590147 -0.117429 -1.90 0.92 -0.89 0.05
C 0.301549 -0.799865 0.272279 2.20 -1.89 -0.94 -0.39
C -1.134582 -0.994197 -0.299804 -0.70 0.36 2.33 -0.38
N -1.481903 0.488566 -0.569340 3.17 -0.73 -1.39 -0.08
N 1.559348 1.412023 -0.148628 -0.34 -1.84 0.85 -0.27
O -2.091485 1.002934 0.427984 -1.91 3.07 1.07 -0.28
H 1.083970 -1.471027 -0.260844 -1.07 0.84 0.81 0.35
H 0.533057 -0.960894 1.366328 -0.81 0.01 -0.95 0.33
H -1.293539 -1.491654 -1.290729 0.52 0.21 1.13 0.32
H -1.784690 -1.434933 0.563769 0.70 0.82 -1.95 0.30
H 2.519329 1.105902 0.276001 -1.91 1.33 -1.23 0.33
H 1.276638 2.322235 -0.552528 1.32 -0.38 0.53 0.32
H -2.411647 1.965850 0.150345 0.74 -2.72 0.62 0.41
```
Positions in Å, forces in eV/Å.

Entry 5:
A molecular structure, C2H2O2P2 at a distorted geometry, computed with the ωB97M-V functional and the def2-TZVPD basis.

Summary:
Net charge   0
Spin multiplicity   1
Maximum force   2.39 eV Å⁻¹
Relative energy (zero: lowest compared OMol25 entry of this formula, charge and spin)   33.78 kcal per mole
Orbital gap   8.60 eV
LUMO level   -0.41 eV

Geometry as XYZ:
```
8
Properties=species:S:1:pos:R:3:forces:R:3:mulliken_charge:R:1
C 0.136412 1.048221 0.591489 -1.71 -1.27 -1.10 0.38
C -0.561885 -1.033022 -0.375804 0.07 0.66 -0.37 0.41
O 0.852544 1.948445 0.776490 1.02 1.68 0.42 -0.39
O -0.541287 -2.062190 -0.965410 -0.13 -0.37 -0.19 -0.43
P 0.008676 -0.612193 1.328310 0.98 -1.31 0.76 -0.10
P -1.161443 0.708970 -0.893314 -0.54 0.28 1.47 -0.04
H 1.351186 -1.140380 1.133848 -0.67 0.38 0.30 0.10
H -0.084203 1.142149 -1.595608 0.97 -0.05 -1.30 0.08
```
Positions in Å, forces in eV/Å.

Entry 6:
A molecular structure, C27H29AuN8OSeSi at a distorted geometry, computed with the ωB97M-V functional and the def2-TZVPD basis.

Summary:
Net charge   +2
Spin multiplicity   1
Maximum force   1.18 eV Å⁻¹
Relative energy (zero: lowest compared OMol25 entry of this formula, charge and spin)   1.82 kcal per mole
Orbital gap   5.23 eV
LUMO level   -8.02 eV

Geometry as XYZ:
```
68
Properties=species:S:1:pos:R:3:forces:R:3:mulliken_charge:R:1
Au -1.272909 -0.304969 -1.784927 -0.45 -0.12 0.45 0.52
C -2.990592 0.332096 3.002420 -0.03 0.00 -0.02 -1.36
N -2.788537 -0.989624 2.413419 0.03 -0.07 0.13 0.17
C -2.860594 -2.150128 3.307867 -0.04 0.05 -0.03 -1.21
C -2.395928 -1.088558 1.138148 0.12 0.06 -0.12 0.59
N -2.073494 -0.112916 0.356269 -0.50 -0.06 0.07 -0.41
N -2.365851 -2.397121 0.630947 -0.15 0.09 -0.11 -0.21
C -1.577162 -2.907826 -0.361458 0.19 0.13 0.00 0.65
N -1.472487 -4.238429 -0.384754 -0.29 -0.06 -0.23 -0.33
N -0.933402 -2.178008 -1.246752 -0.43 -0.41 -0.17 -0.40
H -3.675665 0.238406 3.839947 -0.01 0.00 0.00 0.46
H -3.442601 1.008525 2.278790 -0.02 -0.02 -0.01 0.41
H -2.050497 0.757749 3.358396 0.00 0.02 -0.01 0.48
H -3.784509 -2.716464 3.163305 0.00 0.00 0.01 0.38
H -2.853483 -1.793696 4.333384 0.00 0.01 0.00 0.39
H -1.993007 -2.796031 3.179940 -0.04 0.00 -0.01 0.41
H -1.986395 0.795106 0.796144 -0.03 -0.06 0.08 0.02
H -2.868917 -3.078800 1.174360 0.03 -0.04 0.01 0.27
H -2.002166 -4.829473 0.233518 0.12 0.03 0.10 0.19
H -0.981075 -4.699344 -1.132608 -0.01 0.02 0.00 0.24
H -0.335928 -2.708712 -1.867224 0.13 0.04 0.16 0.22
O 0.573435 0.293670 -1.627999 1.03 -0.08 -0.56 -0.97
Si 1.535556 0.153841 -0.255934 0.58 0.44 0.58 0.81
C 3.303324 0.269356 -0.803099 -0.16 -0.08 -0.66 -0.10
C 3.661293 0.297532 -2.155765 0.14 -0.09 0.17 0.03
C 5.000838 0.284072 -2.530234 -0.14 0.05 -0.05 -0.71
C 5.987975 0.255911 -1.558616 0.04 0.00 0.04 -0.48
C 5.642952 0.240295 -0.212385 0.00 0.06 0.08 -0.73
C 4.309665 0.254044 0.166259 0.00 0.00 -0.08 -0.27
C 1.212726 1.700479 0.757373 -0.58 -0.14 0.17 0.93
C 1.539510 2.912524 0.131787 0.02 -0.07 0.02 -0.80
C 1.164926 4.132602 0.677403 0.05 0.02 -0.03 -0.57
C 0.454260 4.174487 1.870199 0.01 0.02 0.00 -0.61
C 0.149737 2.993029 2.528788 0.04 -0.12 -0.02 -0.93
C 0.528162 1.771787 1.978478 0.00 0.16 -0.15 -0.34
C 1.344639 -1.515538 0.573183 -0.27 -0.08 0.02 1.34
C 0.694191 -1.811475 1.773732 0.11 -0.03 -0.08 -0.46
C 0.592063 -3.121647 2.233927 0.08 -0.03 -0.03 -0.76
C 1.111687 -4.167779 1.485516 0.06 0.05 0.11 -0.84
C 1.755681 -3.898490 0.283813 0.07 0.05 -0.03 -0.82
C 1.879602 -2.588170 -0.155596 0.12 -0.02 0.10 -1.02
H 2.892041 0.322513 -2.919670 0.01 -0.03 0.02 0.34
H 5.266559 0.294097 -3.579658 0.03 0.03 0.02 0.42
H 7.031200 0.255366 -1.845889 -0.01 -0.03 0.00 0.41
H 6.414323 0.221835 0.546804 0.01 0.01 -0.03 0.43
H 4.058324 0.255160 1.222503 -0.01 -0.04 -0.01 0.40
H 2.118533 2.898894 -0.788769 -0.02 0.01 0.03 0.51
H 1.443701 5.053880 0.179913 -0.01 -0.02 0.02 0.48
H 0.160020 5.124964 2.296067 0.02 -0.01 0.00 0.42
H -0.374587 3.021222 3.476366 0.03 0.02 0.01 0.49
H 0.298505 0.869034 2.528446 -0.02 0.02 -0.01 0.58
H 0.273174 -1.019892 2.379583 0.02 -0.03 0.01 0.32
H 0.131832 -3.322876 3.194019 0.05 -0.02 0.01 0.69
H 1.040532 -5.185750 1.847869 0.01 0.01 0.01 0.51
H 2.189286 -4.705389 -0.294252 0.02 0.00 0.02 0.51
H 2.423651 -2.388560 -1.074988 0.00 -0.02 0.02 0.49
Se -5.013619 0.725459 -4.237054 -0.04 0.03 -0.02 0.41
N -4.632523 2.436599 -4.357754 -0.05 -0.08 -0.02 -0.68
C -3.482470 2.635090 -3.738811 0.10 0.08 0.00 0.56
C -2.774580 3.866831 -3.584778 -0.11 -0.08 -0.01 -0.49
C -1.594522 3.843151 -2.907610 0.06 0.00 0.00 -0.84
C -1.082820 2.632974 -2.363643 -0.08 0.00 -0.09 0.28
N -1.719565 1.495166 -2.495714 0.02 0.39 -0.04 -0.04
C -2.908851 1.456489 -3.177548 0.11 0.15 0.11 0.89
N -3.546076 0.320574 -3.311994 -0.04 -0.09 0.02 -0.65
H -3.185458 4.778922 -3.997472 0.02 -0.01 -0.01 0.49
H -1.014636 4.744072 -2.768195 0.00 -0.01 0.02 0.48
H -0.148966 2.597855 -1.817711 0.04 0.02 0.02 0.44
```
Positions in Å, forces in eV/Å.

Entry 7:
A molecular structure, C10H24B3NO7Si2 at a distorted geometry, computed with the ωB97M-V functional and the def2-TZVPD basis.

Summary:
Net charge   0
Spin multiplicity   1
Maximum force   4.16 eV Å⁻¹
Orbital gap   9.53 eV
LUMO level   -0.32 eV

Geometry as XYZ:
```
47
Properties=species:S:1:pos:R:3:forces:R:3:mulliken_charge:R:1
N -6.609651 -2.824230 0.578411 0.22 0.54 3.18 -0.39
C -6.678212 -3.265489 -0.456736 -0.84 0.10 -4.07 0.48
O -6.797616 -3.380053 -1.778420 1.26 -1.01 1.26 -0.36
B -5.582195 -3.845378 -2.333102 0.05 -1.14 -1.34 0.46
O -5.336603 -3.591556 -3.686060 0.22 1.43 1.66 -0.44
B -4.079076 -2.926485 -3.666708 0.26 -1.89 -1.04 0.59
O -3.002080 -3.746475 -3.273156 -1.52 1.45 1.30 -0.40
B -3.308600 -4.055476 -1.920141 1.60 -1.09 -0.29 0.40
C -2.175193 -3.849077 -0.818775 -0.72 -0.02 0.49 -0.55
C -2.833061 -3.118333 0.437920 0.50 0.56 -0.58 0.53
C -2.126171 -1.759385 0.720115 -1.46 -1.98 -0.37 0.15
O -1.514751 -1.657396 1.725080 0.95 1.19 0.51 -0.47
O -2.230454 -0.782498 -0.263766 0.05 -0.20 0.35 -0.49
O -4.607891 -4.514065 -1.587315 -0.22 1.79 -0.31 -0.30
H -3.961820 -1.771139 -3.889704 0.00 0.02 -0.23 -0.08
H -1.306494 -3.285251 -1.216764 -0.64 -0.28 0.12 0.29
H -1.771836 -4.809806 -0.434356 -0.29 0.42 -0.40 0.26
H -2.707202 -3.756479 1.327082 -0.12 0.55 -0.32 0.30
H -3.915367 -2.922088 0.303556 0.52 -0.18 0.01 -0.34
H -3.052943 -0.274437 -0.184964 0.18 -0.24 0.10 0.33
O 2.629284 2.880983 1.192026 0.03 -0.02 -0.06 -0.46
Si 4.079793 2.937053 0.399166 0.28 -0.07 -0.19 0.44
C 3.811795 2.869900 -1.455739 -0.10 -0.01 0.19 -1.00
C 5.154360 1.484331 0.899825 -0.22 0.08 0.03 -1.01
C 5.002803 4.513367 0.801767 -0.31 -0.05 0.14 -1.03
Si 1.318891 1.878010 1.350221 -0.25 -0.38 0.14 0.49
C 0.050581 2.619352 2.507520 0.29 0.21 -0.06 -1.02
C 1.846961 0.216367 2.036750 0.13 0.21 -0.03 -0.94
C 0.501225 1.588238 -0.300429 0.11 0.16 -0.11 -0.65
H 3.383263 1.910246 -1.752450 -0.01 0.03 -0.05 0.29
H 4.760156 2.995913 -1.983722 -0.02 0.00 0.02 0.38
H 3.133292 3.663728 -1.775898 0.00 -0.03 -0.05 0.28
H 5.275343 1.450727 1.985101 0.03 -0.04 -0.02 0.28
H 6.144478 1.566269 0.445545 -0.01 0.00 0.01 0.38
H 4.709079 0.541090 0.575769 0.05 -0.02 0.04 0.29
H 5.206430 4.583239 1.872642 0.01 0.05 -0.02 0.28
H 4.423643 5.390353 0.504520 0.04 0.02 0.03 0.28
H 5.957719 4.539242 0.271659 -0.03 -0.04 -0.01 0.30
H 0.475157 2.776680 3.501470 -0.05 0.03 0.00 0.29
H -0.806934 1.949907 2.604051 0.05 -0.04 -0.03 0.29
H -0.307035 3.580659 2.130947 -0.01 0.00 0.06 0.30
H 2.500336 -0.305396 1.333321 0.01 -0.03 0.05 0.28
H 0.974795 -0.414545 2.223390 -0.01 0.03 -0.03 0.35
H 2.388522 0.342330 2.977598 0.01 -0.06 -0.01 0.29
H 1.165253 1.050442 -0.981193 -0.04 0.01 -0.04 0.26
H 0.223003 2.534051 -0.772405 0.01 -0.02 -0.04 0.31
H -0.404977 0.992560 -0.173649 0.04 -0.03 0.03 0.09
```
Positions in Å, forces in eV/Å.